This record from the Open Molecules 2025 dataset describes an isolated molecule of C4H2. The level of theory is ωB97M-V/def2-TZVPD.

HOMO level = -9.865 eV
energy = -153.47526 Eh
relative energy (zero: lowest compared OMol25 entry of this formula, charge and spin) = 3.65 kcal/mol
SMILES string = C#CC#C

Each atom is followed by the atoms it is bonded to, with distances in Å.
CARTESIAN COORDINATES (ANGSTROEM)
1 C -1.863 -0.001 -0.059  C2 1.204, H5 1.059
2 C -0.668 -0.122 0.013  C1 1.204, C4 1.367
3 C 1.877 -0.035 0.005  C4 1.185, H6 1.018
4 C 0.698 -0.137 -0.043  C2 1.367, C3 1.185
5 H -2.904 0.068 0.127  C1 1.059
6 H 2.860 0.226 -0.043  C3 1.018